Entry 1:
{"formula": "C13H40NO10", "method": "ωB97M-V/def2-TZVPD", "elements": ["N", "O", "O", "O", "C", "O", "H", "H", "H", "H", "C", "C", "C", "O", "H", "H", "H", "H", "H", "H", "H", "H", "C", "C", "C", "O", "H", "H", "H", "H", "H", "H", "H", "H", "C", "C", "C", "O", "H", "H", "H", "H", "H", "H", "H", "H", "C", "C", "C", "O", "H", "H", "H", "H", "H", "H", "H", "H", "O", "H", "H", "O", "H", "H"], "coordinates": [[1.118, 0.263, -17.766], [0.015, 0.163, -18.316], [1.600, 1.355, -17.584], [1.726, -0.713, -17.335], [-0.873, -2.026, -18.067], [-1.055, -1.187, -19.212], [-1.341, -2.993, -18.248], [0.177, -2.187, -17.823], [-1.433, -1.602, -17.233], [-0.573, -0.382, -19.007], [2.212, 1.508, -19.945], [3.008, 0.680, -20.976], [2.067, -0.154, -21.829], [3.767, 1.576, -21.819], [1.696, 2.256, -20.547], [2.756, 1.960, -19.116], [1.431, 0.947, -19.431], [3.610, -0.013, -20.389], [1.393, -0.678, -21.150], [2.669, -0.817, -22.450], [1.489, 0.430, -22.545], [4.322, 1.013, -22.364], [1.981, -3.352, -18.289], [3.149, -2.408, -18.500], [2.866, -1.333, -19.564], [3.455, -1.781, -17.326], [1.173, -2.848, -17.759], [2.323, -4.211, -17.712], [1.495, -3.649, -19.219], [3.985, -3.048, -18.782], [2.987, -1.667, -20.595], [3.459, -0.428, -19.429], [1.828, -1.037, -19.416], [2.823, -1.075, -17.175], [2.296, 1.990, -14.976], [3.151, 2.649, -16.064], [4.214, 1.787, -16.654], [2.302, 3.205, -17.034], [1.510, 2.609, -14.542], [2.924, 1.741, -14.120], [1.803, 1.091, -15.346], [3.607, 3.528, -15.608], [3.792, 0.871, -17.068], [4.776, 1.301, -15.857], [4.859, 2.263, -17.392], [1.871, 2.450, -17.441], [0.639, 2.825, -18.833], [0.230, 3.853, -17.761], [-1.295, 4.133, -17.841], [0.538, 3.357, -16.458], [0.456, 3.283, -19.805], [0.067, 1.897, -18.857], [1.704, 2.589, -18.852], [0.783, 4.785, -17.874], [-1.855, 3.197, -17.845], [-1.523, 4.626, -18.786], [-1.570, 4.718, -16.963], [1.467, 3.116, -16.429], [-0.903, 1.422, -17.105], [-0.411, 0.886, -17.727], [-0.396, 2.231, -17.032], [0.192, -1.061, -15.865], [0.882, -0.719, -16.434], [0.224, -2.009, -15.993]], "homo_lumo_gap_ev": 7.59, "de_lowest_ev": 25.526, "total_charge": -1}

=====

Entry 2:
{"formula": "C2H2F2O2Tl", "method": "ωB97M-V/def2-TZVPD", "elements": ["F", "H", "O", "O", "C", "C", "F", "H", "Tl"], "coordinates": [[-1.713, -0.270, -1.085], [1.471, 1.112, -0.775], [0.482, -0.754, -0.815], [-0.460, -0.498, -1.817], [0.880, 0.410, -0.188], [0.318, 0.721, 0.986], [-0.279, -0.246, 1.702], [0.435, 1.669, 1.506], [-1.134, -2.143, 0.486]], "homo_lumo_gap_ev": 10.27, "de_lowest_ev": 0.591, "total_charge": 1}

=====

Entry 3:
{"formula": "C45H57BrN4O4SeTl", "method": "ωB97M-V/def2-TZVPD", "elements": ["Tl", "C", "C", "C", "C", "C", "C", "C", "Se", "C", "C", "C", "C", "C", "C", "O", "C", "C", "C", "C", "C", "C", "C", "C", "C", "O", "C", "C", "C", "C", "C", "C", "H", "H", "H", "H", "H", "H", "H", "H", "H", "H", "H", "H", "H", "H", "H", "H", "H", "H", "H", "H", "H", "H", "H", "H", "H", "H", "H", "H", "H", "H", "H", "H", "H", "H", "H", "H", "H", "H", "H", "H", "C", "O", "C", "C", "C", "Br", "C", "C", "C", "O", "C", "N", "C", "C", "C", "C", "C", "C", "N", "H", "H", "H", "H", "H", "H", "H", "H", "H", "H", "H", "C", "N", "C", "C", "N", "H", "H", "H", "H", "H", "H"], "coordinates": [[-0.414, 0.085, 0.362], [6.085, 5.837, -0.549], [6.083, 4.309, -0.580], [6.447, 3.846, -1.999], [7.147, 3.794, 0.407], [4.739, 3.719, -0.180], [4.544, 2.317, -0.278], [3.380, 1.745, 0.125], [2.992, -0.132, -0.045], [2.878, -0.232, -1.963], [3.912, 0.031, -2.813], [3.723, -0.041, -4.210], [2.433, -0.326, -4.705], [1.352, -0.623, -3.920], [1.591, -0.711, -2.481], [0.764, -1.214, -1.703], [-0.008, -0.896, -4.574], [-1.196, -0.919, -3.600], [0.063, -2.253, -5.291], [-0.294, 0.214, -5.603], [4.854, 0.175, -5.207], [4.544, 1.424, -6.048], [6.208, 0.368, -4.525], [4.949, -1.053, -6.127], [2.348, 2.551, 0.795], [1.402, 1.997, 1.377], [2.510, 4.006, 0.796], [3.692, 4.516, 0.315], [1.390, 4.890, 1.330], [1.135, 4.588, 2.816], [0.110, 4.623, 0.516], [1.723, 6.378, 1.200], [7.068, 6.198, -0.853], [5.888, 6.224, 0.452], [5.349, 6.259, -1.238], [7.366, 4.339, -2.321], [5.657, 4.095, -2.712], [6.623, 2.771, -2.039], [8.128, 4.186, 0.128], [7.205, 2.704, 0.404], [6.925, 4.122, 1.424], [5.342, 1.693, -0.655], [4.886, 0.266, -2.411], [2.302, -0.327, -5.779], [-1.150, -1.755, -2.907], [-2.112, -1.006, -4.188], [-1.264, 0.003, -3.016], [0.249, -3.060, -4.579], [0.856, -2.270, -6.041], [-0.885, -2.454, -5.794], [-0.287, 1.198, -5.129], [-1.282, 0.055, -6.038], [0.425, 0.224, -6.422], [4.494, 2.316, -5.418], [3.597, 1.332, -6.581], [5.333, 1.572, -6.788], [6.225, 1.271, -3.914], [6.982, 0.475, -5.287], [6.475, -0.486, -3.898], [4.031, -1.211, -6.695], [5.152, -1.958, -5.551], [5.763, -0.912, -6.840], [3.841, 5.582, 0.342], [0.845, 3.550, 2.973], [0.332, 5.234, 3.179], [2.028, 4.797, 3.410], [-0.211, 3.586, 0.604], [0.269, 4.855, -0.540], [-0.697, 5.260, 0.884], [2.604, 6.654, 1.784], [0.883, 6.960, 1.581], [1.885, 6.675, 0.161], [-3.126, -2.601, 0.405], [-3.034, -1.268, -0.090], [-4.030, -0.830, -0.908], [-5.130, -1.581, -1.275], [-6.079, -1.026, -2.131], [-7.572, -2.066, -2.639], [-5.943, 0.251, -2.611], [-4.837, 1.019, -2.226], [-3.875, 0.481, -1.377], [-2.774, 1.156, -0.987], [-4.646, 2.382, -2.716], [-3.566, 3.089, -2.478], [-3.774, 4.316, -3.096], [-2.958, 5.444, -3.154], [-3.432, 6.543, -3.844], [-4.690, 6.528, -4.469], [-5.510, 5.418, -4.418], [-5.025, 4.319, -3.718], [-5.559, 3.069, -3.457], [-4.020, -2.727, 1.017], [-2.243, -2.756, 1.019], [-3.135, -3.320, -0.416], [-5.261, -2.591, -0.920], [-6.687, 0.645, -3.289], [-2.775, 2.025, -1.472], [-1.991, 5.449, -2.668], [-2.825, 7.437, -3.908], [-5.025, 7.408, -5.003], [-6.480, 5.411, -4.899], [-6.469, 2.744, -3.730], [1.104, -0.440, 5.768], [0.815, -1.639, 4.986], [0.823, -2.935, 5.662], [0.407, -1.536, 3.739], [0.044, -1.435, 2.643], [2.119, -0.492, 6.165], [0.401, -0.353, 6.597], [1.017, 0.438, 5.134], [1.816, -3.138, 6.062], [0.560, -3.717, 4.956], [0.102, -2.936, 6.481]], "homo_lumo_gap_ev": [5.94, 5.94], "de_lowest_ev": 0.000, "total_charge": 1}

=====

Entry 4:
{"formula": "C7H15N5S", "method": "ωB97M-V/def2-TZVPD", "elements": ["C", "C", "C", "C", "C", "C", "C", "N", "N", "N", "N", "N", "S", "H", "H", "H", "H", "H", "H", "H", "H", "H", "H", "H", "H", "H", "H", "H"], "coordinates": [[-2.066, 0.260, -1.004], [-1.755, -0.057, 1.360], [2.747, -0.965, 0.319], [1.921, -2.190, 0.455], [1.600, -1.138, -0.619], [0.157, 0.102, -0.053], [2.065, 2.066, -0.808], [-2.602, 0.223, 0.256], [-0.779, 0.117, -1.174], [-0.481, -0.443, 1.136], [-2.884, 0.317, -2.048], [-2.233, 0.018, 2.612], [0.809, 1.839, 0.446], [2.773, -0.122, 1.073], [3.827, -0.845, -0.128], [2.340, -3.182, 0.215], [1.199, -2.182, 1.320], [1.607, -1.453, -1.646], [2.862, 1.420, -0.780], [2.413, 2.987, -0.491], [1.703, 2.091, -1.793], [-3.635, 0.555, 0.363], [-0.387, 0.335, -2.132], [0.155, -0.650, 1.839], [-3.887, 0.453, -1.957], [-2.645, 0.358, -3.066], [-3.151, -0.168, 2.846], [-1.674, 0.254, 3.457]], "homo_lumo_gap_ev": 8.25, "de_lowest_ev": 1.616, "total_charge": 2}

=====

Entry 5:
{"formula": "C48H41BFeN9O4S", "method": "ωB97M-V/def2-TZVPD", "elements": ["Fe", "C", "O", "C", "N", "C", "C", "C", "C", "C", "C", "C", "C", "C", "C", "C", "C", "N", "C", "N", "C", "C", "O", "C", "C", "C", "C", "C", "C", "H", "H", "H", "H", "H", "H", "H", "H", "H", "H", "H", "H", "H", "H", "H", "H", "H", "H", "H", "S", "N", "C", "C", "C", "C", "C", "N", "C", "C", "N", "C", "C", "C", "C", "C", "N", "H", "H", "H", "H", "H", "H", "N", "C", "C", "N", "C", "H", "H", "H", "H", "C", "C", "C", "C", "C", "C", "C", "C", "O", "B", "O", "C", "C", "H", "H", "H", "H", "H", "H", "H", "H", "H", "H", "H", "H"], "coordinates": [[0.818, -0.949, -1.442], [-0.897, -2.966, -4.931], [0.552, -2.805, -5.038], [0.950, -2.391, -3.846], [0.106, -2.285, -2.892], [-1.231, -2.570, -3.467], [-2.063, -3.629, -2.793], [-3.445, -3.528, -2.894], [-4.264, -4.497, -2.335], [-3.705, -5.579, -1.670], [-2.325, -5.692, -1.577], [-1.510, -4.722, -2.142], [2.322, -1.876, -3.676], [3.399, -2.031, -4.532], [4.575, -1.359, -4.220], [4.636, -0.541, -3.099], [3.500, -0.436, -2.313], [2.390, -1.102, -2.598], [3.304, 0.443, -1.147], [2.164, 0.549, -0.581], [2.328, 1.540, 0.512], [3.800, 2.000, 0.347], [4.337, 1.144, -0.701], [1.392, 2.725, 0.478], [1.260, 3.479, 1.639], [0.465, 4.615, 1.650], [-0.210, 5.002, 0.500], [-0.063, 4.263, -0.664], [0.747, 3.135, -0.679], [-1.131, -4.006, -5.143], [-1.349, -2.317, -5.676], [-1.776, -1.625, -3.417], [-3.887, -2.667, -3.383], [-5.339, -4.400, -2.408], [-4.342, -6.333, -1.227], [-1.883, -6.535, -1.061], [-0.437, -4.810, -2.059], [3.309, -2.644, -5.418], [5.439, -1.458, -4.863], [5.528, 0.015, -2.844], [2.191, 1.013, 1.463], [4.414, 1.870, 1.234], [3.863, 3.027, -0.008], [1.768, 3.169, 2.546], [0.366, 5.194, 2.559], [-0.842, 5.880, 0.511], [-0.581, 4.558, -1.567], [0.860, 2.573, -1.593], [-5.502, 2.967, -1.936], [-5.159, 1.680, -1.022], [-3.941, 1.288, -1.344], [-3.230, 0.149, -0.767], [-3.794, -0.835, -0.014], [-3.008, -2.029, 0.201], [-1.694, -2.077, -0.052], [-0.998, -0.820, -0.373], [-1.862, 0.063, -1.152], [-1.300, 0.763, -2.194], [-0.021, 0.453, -2.574], [0.520, 1.113, -3.608], [-0.117, 2.106, -4.312], [-1.421, 2.459, -3.920], [-2.015, 1.807, -2.876], [-3.345, 2.093, -2.365], [-4.128, 3.072, -2.782], [-4.834, -0.794, 0.272], [-3.501, -2.945, 0.504], [-1.071, -2.951, 0.059], [1.533, 0.834, -3.878], [0.381, 2.595, -5.135], [-1.964, 3.246, -4.429], [2.780, -4.235, 0.197], [3.210, -3.302, 1.109], [2.556, -2.156, 0.793], [1.732, -2.373, -0.295], [1.899, -3.634, -0.623], [3.055, -5.202, 0.155], [3.912, -3.537, 1.888], [2.595, -1.210, 1.296], [1.421, -4.139, -1.441], [-1.116, 3.809, 5.777], [-0.166, 2.658, 6.111], [1.226, 3.243, 6.383], [-0.684, 1.961, 7.376], [-0.065, 1.648, 4.967], [0.683, 0.478, 5.149], [0.832, -0.486, 4.156], [0.211, -0.231, 2.955], [0.177, -0.999, 1.809], [-0.595, -0.263, 0.919], [-0.995, 0.941, 1.459], [-0.507, 0.929, 2.749], [-0.678, 1.875, 3.733], [-1.172, 4.490, 6.627], [-2.126, 3.453, 5.568], [-0.767, 4.386, 4.917], [1.185, 3.941, 7.222], [1.597, 3.785, 5.510], [1.947, 2.463, 6.630], [-0.817, 2.691, 8.176], [0.010, 1.201, 7.736], [-1.646, 1.480, 7.189], [1.158, 0.302, 6.105], [1.387, -1.399, 4.328], [-1.270, 2.755, 3.532]], "homo_lumo_gap_ev": 4.80, "de_lowest_ev": 0.000, "total_charge": 1}

=====

Entry 6:
{"formula": "C20H29F2I2N2O6P", "method": "ωB97M-V/def2-TZVPD", "elements": ["C", "C", "C", "N", "C", "O", "F", "C", "O", "F", "C", "O", "C", "P", "C", "C", "C", "C", "I", "C", "C", "I", "C", "O", "H", "H", "H", "H", "H", "H", "H", "H", "H", "H", "H", "H", "H", "H", "C", "O", "C", "C", "N", "C", "C", "O", "C", "H", "H", "H", "H", "H", "H", "H", "H", "H", "H", "H", "H", "H", "H", "H"], "coordinates": [[-1.400, -0.275, -1.205], [0.076, -0.110, -1.332], [0.963, -1.075, -1.541], [0.559, -2.451, -1.652], [0.772, -3.008, -2.924], [1.291, -2.483, -3.843], [0.216, -4.217, -2.987], [0.844, -3.295, -0.554], [1.458, -4.294, -0.533], [0.273, -2.753, 0.533], [2.422, -0.796, -1.618], [3.202, -1.695, -1.421], [2.845, 0.595, -1.959], [4.487, 0.922, -2.753], [5.697, 0.166, -1.601], [4.449, -0.365, -4.077], [1.978, 1.592, -1.745], [2.213, 3.060, -1.971], [3.818, 3.799, -0.748], [2.376, 3.564, -3.416], [1.713, 4.927, -3.575], [1.465, 2.231, -4.845], [0.611, 1.282, -1.195], [-0.062, 2.129, -0.664], [-1.882, 0.220, -2.052], [-1.747, 0.231, -0.304], [-1.686, -1.323, -1.181], [5.488, -0.879, -1.384], [5.735, 0.727, -0.666], [6.668, 0.240, -2.097], [3.928, 0.042, -4.943], [3.954, -1.280, -3.756], [5.482, -0.591, -4.344], [1.358, 3.578, -1.543], [3.428, 3.642, -3.676], [2.167, 5.627, -2.866], [1.851, 5.319, -4.581], [0.645, 4.870, -3.356], [-1.488, -3.054, 3.884], [-1.331, -1.672, 4.135], [-1.115, -0.887, 2.970], [-2.278, 0.049, 2.726], [-3.466, -0.692, 2.327], [-4.683, 0.105, 2.238], [-5.218, 0.731, 3.520], [-5.674, -0.214, 4.469], [-4.698, -0.698, 5.371], [-1.541, -3.552, 4.851], [-2.404, -3.272, 3.324], [-0.636, -3.458, 3.328], [-0.956, -1.528, 2.100], [-0.211, -0.292, 3.131], [-2.012, 0.743, 1.921], [-2.427, 0.643, 3.638], [-3.615, -1.448, 2.984], [-5.468, -0.535, 1.829], [-4.516, 0.907, 1.509], [-6.088, 1.336, 3.252], [-4.489, 1.407, 3.984], [-3.943, 0.063, 5.591], [-4.193, -1.593, 4.996], [-5.209, -0.960, 6.297]], "homo_lumo_gap_ev": 6.91, "smiles": "CC1=C(N(C(=O)F)C(=O)F)C(=O)C(P(C)C)=C([C@@H](I)[C@H](C)I)C1=O.COCCNCCOC"}

=====

Entry 7:
{"formula": "C6H12O", "method": "ωB97M-V/def2-TZVPD", "elements": ["C", "C", "O", "C", "C", "C", "C", "H", "H", "H", "H", "H", "H", "H", "H", "H", "H", "H", "H"], "coordinates": [[-0.122, 0.607, 2.417], [0.214, 0.608, 0.934], [1.617, 0.823, 0.858], [-0.174, -0.699, 0.267], [-1.379, -0.814, -0.629], [0.000, -0.916, -1.217], [0.513, 0.162, -2.149], [-1.203, 0.587, 2.583], [0.296, 1.502, 2.887], [0.327, -0.269, 2.900], [-0.321, 1.442, 0.444], [1.868, 0.739, -0.069], [0.041, -1.572, 0.885], [-1.935, 0.098, -0.844], [-1.997, -1.705, -0.567], [0.327, -1.919, -1.488], [0.152, 1.155, -1.859], [0.166, -0.022, -3.172], [1.610, 0.192, -2.181]], "homo_lumo_gap_ev": 11.16, "smiles": "C[C@@H]1C[C@@H]1[C@@H](C)O", "de_lowest_ev": 1.005}

=====

Entry 8:
{"formula": "C5H8N2", "method": "ωB97M-V/def2-TZVPD", "elements": ["C", "C", "C", "N", "C", "C", "N", "H", "H", "H", "H", "H", "H", "H", "H"], "coordinates": [[1.083, -0.449, -0.938], [0.683, 0.324, 0.547], [-0.127, 1.465, -0.054], [-1.029, 0.367, -0.463], [-0.692, -0.315, 0.792], [-0.698, -1.782, 0.877], [-0.644, -2.935, 0.948], [0.677, 0.011, -1.873], [2.152, -0.462, -1.034], [0.678, -1.474, -1.019], [1.297, 0.538, 1.464], [0.417, 2.033, -0.814], [-0.639, 2.150, 0.637], [-1.972, 0.513, -0.751], [-1.285, 0.096, 1.622]], "homo_lumo_gap_ev": 10.34, "de_lowest_ev": 3.177}

=====

| no. | molar mass (g/mol) |
| --- | --- |
| 1 | 370.460 |
| 2 | 300.415 |
| 3 | 1081.222 |
| 4 | 201.299 |
| 5 | 906.639 |
| 6 | 716.238 |
| 7 | 100.161 |
| 8 | 96.133 |